Entry from OMol25: C22H22AsN5O2RhS4 as an isolated structure (ωB97M-V with the def2-TZVPD basis set).

Expectation value of S²: 6.043
ΔE to the lowest compared entry with this formula, charge and spin (kJ/mol): 67.6
2S+1: 5
HOMO (spin up / spin down) (eV): -3.463 / -5.080
Total charge: -1
Gap between HOMO and LUMO (spin up / spin down) (Eh): 0.19531 / 0.21603

Each line ends with the Löwdin charge.
Element x y z (Å)
Rh 0.12 -1.57 -0.28  0.798
S 1.94 -3.53 -4.26  0.006
As 1.67 -3.78 -2.19  -0.613
S -0.43 -3.34 -1.60  0.161
S 2.88 -2.65 -0.88  0.008
S 1.99 -5.88 -2.07  -0.013
C -3.50 1.62 -3.61  -0.094
C -2.41 0.79 -3.81  -0.069
C -1.87 0.06 -2.75  -0.032
C -2.45 0.17 -1.50  -0.211
C -3.54 1.00 -1.28  -0.037
C -4.07 1.73 -2.34  -0.090
N -1.85 -0.61 -0.41  -0.025
N -2.66 -0.90 0.46  0.092
C -2.12 -1.80 1.42  -0.271
C -2.95 -2.15 2.49  -0.044
C -2.55 -3.14 3.36  -0.101
C -1.32 -3.79 3.13  -0.092
C -0.50 -3.42 2.08  -0.122
C -0.87 -2.38 1.21  -0.280
H -3.91 2.19 -4.44  0.097
H -1.96 0.69 -4.79  0.106
H -1.01 -0.57 -2.89  0.077
H -3.96 1.08 -0.29  0.101
H -4.91 2.39 -2.17  0.097
H -3.91 -1.66 2.60  0.107
H -3.18 -3.43 4.19  0.093
H -1.02 -4.60 3.78  0.099
H 0.43 -3.94 1.91  0.103
O 1.27 2.59 1.80  0.054
C 1.19 2.17 0.53  -0.343
N 1.11 0.89 0.14  0.117
C 1.05 0.87 -1.24  -0.448
O 0.94 -0.24 -1.86  -0.196
C 1.07 2.24 -1.72  -0.107
C 1.02 2.80 -3.00  -0.024
C 1.09 4.17 -3.13  -0.105
C 1.20 5.00 -1.98  -0.109
C 1.25 4.46 -0.71  -0.031
C 1.17 3.07 -0.58  -0.123
H 0.95 2.16 -3.87  0.113
H 1.05 4.62 -4.11  0.088
H 1.25 6.07 -2.11  0.087
H 1.32 5.10 0.17  0.106
N 3.33 0.71 2.84  0.003
C 2.74 -0.34 3.68  -0.267
C 1.51 -0.91 3.01  -0.264
N 1.72 -1.47 1.68  -0.069
H 4.11 1.16 3.29  0.077
H 1.74 1.91 2.36  0.075
H 3.71 0.31 1.98  0.079
H 2.44 0.10 4.63  0.109
H 3.44 -1.15 3.89  0.105
H 0.76 -0.12 2.92  0.110
H 1.08 -1.68 3.65  0.107
H 2.33 -2.28 1.64  0.018
H 2.08 -0.78 1.04  -0.013

Entry from OMol25: a 7-piece molecular cluster, C24H36FO18 overall (ωB97M-V with the def2-TZVPD basis set).

ΔE to the lowest compared entry with this formula, charge and spin (kJ/mol): 913.8
2S+1: 1
HOMO (eV): -7.459
Total charge: -1
Gap between HOMO and LUMO (Eh): 0.34250

Each line ends with the Löwdin charge.
Element x y z (Å)
F 0.42 -0.17 -0.22  -0.577
C 0.90 2.10 -2.71  0.003
C -0.57 2.08 -3.07  -0.277
C -1.67 1.78 -1.95  -0.103
O -2.18 3.03 -1.68  0.081
C -1.90 3.90 -2.58  -0.557
O -2.30 5.08 -2.48  0.082
O -0.97 3.38 -3.41  0.088
H 1.06 2.40 -1.63  0.118
H 1.61 2.18 -3.35  -0.003
H 1.32 1.06 -2.63  0.078
H -0.78 1.48 -3.84  0.102
H -0.83 1.29 -1.18  0.149
H -2.34 0.87 -2.22  0.115
C 2.09 -0.02 2.73  -0.061
C 3.19 -0.27 1.78  -0.426
C 3.23 0.91 0.82  -0.179
O 4.58 0.84 0.51  0.027
C 5.29 0.22 1.51  -0.498
O 6.48 0.01 1.58  0.153
O 4.41 -0.22 2.44  0.111
H 2.28 0.70 3.63  0.134
H 1.71 -0.99 3.09  0.059
H 0.98 0.29 2.28  0.119
H 2.87 -1.05 0.93  0.191
H 3.01 1.90 1.49  0.172
H 2.41 0.75 -0.02  0.127
C -3.56 -0.72 -0.61  -0.015
C -4.48 0.06 0.36  -0.259
C -5.86 -0.73 0.55  -0.017
O -5.63 -1.39 1.88  0.039
C -4.48 -0.91 2.46  -0.598
O -4.01 -1.14 3.54  0.157
O -3.88 -0.13 1.63  0.048
H -2.50 -0.41 -0.79  0.060
H -3.99 -0.43 -1.83  0.173
H -3.59 -1.66 -0.54  -0.028
H -4.55 1.22 0.20  0.181
H -5.90 -1.46 -0.23  0.106
H -6.70 0.00 0.64  0.136
C 4.08 0.35 -3.35  0.033
C 3.55 -0.94 -2.57  -0.179
C 2.24 -1.76 -2.90  -0.121
O 2.67 -3.04 -2.93  0.105
C 3.95 -3.13 -2.98  -0.550
O 4.51 -4.28 -2.98  0.058
O 4.58 -1.96 -2.84  0.097
H 4.90 0.63 -2.76  0.072
H 3.31 0.97 -3.49  0.009
H 4.68 0.34 -4.20  0.059
H 3.47 -0.66 -1.55  0.102
H 1.90 -1.18 -3.82  0.150
H 1.51 -1.68 -2.10  0.090
C -2.61 3.21 2.13  0.011
C -1.32 2.29 2.44  -0.200
C -0.12 2.99 1.73  -0.102
O 0.66 3.49 2.81  0.057
C 0.09 3.12 3.92  -0.710
O 0.63 3.33 4.98  0.124
O -1.04 2.58 3.81  0.115
H -2.48 4.40 2.39  0.156
H -3.26 2.96 2.94  0.060
H -3.03 3.17 1.26  -0.013
H -1.24 1.20 2.20  0.155
H -0.25 3.98 1.17  0.156
H 0.58 2.24 1.23  0.107
C -0.94 -2.56 1.86  0.023
C -1.09 -3.59 0.68  -0.298
C 0.15 -3.54 -0.23  -0.067
O 0.26 -4.91 -0.54  0.091
C -0.35 -5.64 0.29  -0.733
O -0.14 -6.75 0.23  0.219
O -1.14 -4.92 1.06  0.124
H -0.03 -2.47 2.37  0.055
H -1.77 -2.82 2.38  0.040
H -1.04 -1.59 1.36  0.071
H -1.99 -3.44 0.10  0.142
H 1.08 -3.16 0.15  0.116
H -0.05 -3.03 -1.30  0.164